Record 1
C35H34ClN5O4SZr | ωB97M-V/def2-TZVPD

```
81
Properties=species:S:1:pos:R:3:forces:R:3:lowdin_charge:R:1
Zr -0.234718 0.041953 -0.965572 -0.1 0.0 -0.4 1.8836
Cl -7.264529 0.372403 -3.600580 0.0 0.0 0.0 0.7303
S 0.148558 0.623307 2.509170 0.1 -0.1 -0.2 1.0661
O -1.543984 0.254051 -2.424075 0.0 -0.1 0.3 -0.2400
O 0.048811 0.890562 0.987300 -0.1 0.0 0.0 -0.6719
O 0.911645 -1.253999 -2.112388 0.1 0.3 0.1 -0.2490
O 1.401708 -3.809146 -2.477322 0.0 0.0 0.0 0.0767
N -2.149697 -0.941670 -0.072857 0.0 0.2 0.1 -0.0042
N 0.311118 -1.813701 0.421521 -0.1 -0.1 0.0 -0.0033
N 2.585159 0.267879 -2.454331 -0.1 0.2 0.1 0.1006
N -0.468475 2.434730 -1.096691 0.0 -0.1 -0.1 -0.0101
N 1.586859 1.074232 -1.957668 0.0 -0.2 0.0 -0.0923
C -1.362187 -3.235345 3.395243 0.0 0.0 0.0 0.0031
C -0.352582 -2.997185 2.429967 0.0 -0.1 0.1 -0.1417
C 0.951485 -3.538622 2.512437 0.0 0.0 0.0 0.0370
C 0.454952 4.511604 -1.822004 0.1 0.0 -0.1 0.0221
C -0.338412 2.178388 3.259896 0.0 0.0 0.0 -0.3190
C 0.520863 3.137387 -1.677448 0.1 -0.1 0.1 -0.2444
C -1.950860 -1.666132 1.141732 0.1 0.1 -0.1 -0.2187
C 1.877585 -3.223754 1.558793 0.0 0.0 0.0 -0.0019
C -2.892201 -1.875663 2.110602 -0.1 0.0 0.1 0.0062
C -1.712460 4.448115 -0.820110 0.0 0.0 0.0 -0.0129
C 4.320201 -1.735685 -3.380514 0.0 0.0 0.0 -0.0174
C -3.759118 -0.285396 -1.788921 0.0 -0.1 0.1 -0.1323
C -1.557712 3.077622 -0.685294 0.0 0.0 0.0 -0.0992
C -5.134126 -0.279711 -2.091248 0.0 0.0 0.0 -0.0367
C -5.582046 0.339742 -3.230274 0.0 0.0 0.0 -0.6556
C -2.592182 -2.662394 3.246325 0.0 0.0 -0.1 -0.0357
C 4.785181 -4.058746 -3.689181 0.0 0.0 0.0 -0.0407
C -3.316586 0.924026 -3.837070 0.0 0.0 0.0 0.0229
C 1.518824 -2.330862 0.535159 0.0 -0.1 0.0 -0.0834
C 3.519783 -4.392183 -3.259988 0.0 0.0 0.0 0.0053
C 2.813002 1.146491 1.726123 0.0 0.0 0.0 -0.2617
C -0.683830 5.176640 -1.390456 0.0 0.0 0.0 -0.0086
C 1.656327 2.334203 -2.149413 0.0 0.1 0.1 -0.0165
C 2.693773 2.641294 1.461020 0.0 0.0 0.0 -0.0884
C -1.822663 1.168545 5.073397 0.0 0.0 0.0 -0.0946
C 2.621839 -3.393768 -2.885205 -0.1 -0.1 0.0 -0.2513
C 5.195055 -2.723558 -3.755110 0.0 0.0 0.0 -0.0633
C -4.669668 0.941692 -4.104432 0.0 0.0 0.0 -0.0482
C -2.849696 0.311324 -2.676897 0.1 0.0 0.0 -0.3025
C -0.574198 1.983984 4.758606 0.0 0.0 0.0 -0.2756
C 3.020774 -2.045207 -2.933620 0.0 0.0 0.0 -0.0976
C 2.148635 -0.962806 -2.503329 0.0 0.0 0.0 -0.3846
C -0.643897 -2.177668 1.328026 0.0 0.1 0.0 -0.2018
C 1.929409 0.585821 2.837244 0.0 0.0 0.1 -0.2928
C -3.339134 -0.947179 -0.591181 -0.1 0.0 0.0 -0.0210
H 2.835044 3.222923 2.374067 0.0 0.0 0.0 0.0885
H -0.655107 2.981069 5.193441 0.0 0.0 0.0 0.1249
H -1.143029 -3.865997 4.246957 0.0 0.0 0.0 0.1302
H 2.059595 1.117135 3.782877 0.0 0.0 0.0 0.1034
H 3.836513 0.907245 2.023387 0.0 0.0 0.0 0.1285
H -1.266008 2.442890 2.746971 0.0 0.0 0.0 0.1031
H 1.725730 2.900951 1.028550 0.0 0.0 0.0 0.0520
H 1.200114 -4.203464 3.330750 0.0 0.0 0.0 0.1371
H 0.422111 2.922942 3.031299 0.0 0.0 0.0 0.0934
H 3.465278 2.954911 0.758558 0.0 0.0 0.0 0.0868
H 2.635868 0.587108 0.803483 0.0 0.0 0.0 0.0830
H 2.495537 2.775667 -2.678507 0.0 0.0 0.0 0.1494
H -3.360651 -2.821990 3.990018 0.0 0.0 0.0 0.1235
H -2.605363 1.364116 -4.522351 0.0 0.0 0.0 0.1315
H -5.039162 1.413504 -5.005162 0.0 0.0 0.0 0.1229
H 0.837330 -3.029903 -2.359077 0.0 0.0 0.0 0.0736
H -0.766575 6.248970 -1.504568 0.0 0.0 0.0 0.1288
H 0.306173 1.534338 5.226593 0.0 0.0 0.0 0.1077
H 2.254085 -2.039346 -0.205035 0.0 0.0 0.0 0.1190
H -4.114501 -1.520406 -0.082555 0.0 0.0 0.0 0.1398
H 6.187094 -2.472653 -4.102045 0.0 0.0 0.0 0.1123
H 2.877303 -3.633288 1.578095 0.0 0.0 0.0 0.1272
H -2.332135 2.473257 -0.224766 0.0 0.0 0.0 0.1248
H 3.188691 -5.420590 -3.217674 0.0 0.0 0.0 0.1283
H 2.153285 -0.466981 3.013491 0.0 0.0 0.0 0.0862
H 4.612301 -0.696079 -3.424484 0.0 0.0 0.0 0.1127
H -2.714073 1.658563 4.678150 0.0 0.0 0.0 0.0851
H 5.466406 -4.845181 -3.987019 0.0 0.0 0.0 0.1186
H -5.837724 -0.757840 -1.421448 0.0 0.0 0.0 0.1245
H -2.620477 4.925207 -0.480370 0.0 0.0 0.0 0.1228
H -1.950885 1.067073 6.149501 0.0 0.0 0.0 0.0874
H -1.774681 0.161475 4.653159 0.0 0.0 0.0 0.0530
H 1.278085 5.045532 -2.277304 0.0 0.0 0.0 0.1318
H -3.882762 -1.446773 2.023638 0.0 0.0 0.0 0.1232
```
Positions in Å, forces in eV/Å.

Computed properties:
Electronic energy = -77118.30424 eV
LUMO energy = -6.238 eV
Net charge = +2
Frontier orbital gap = 6.58 eV
2S+1 = 1
Molar mass = 747.43 g mol⁻¹
E_HOMO = -12.82 eV

=====

Record 2
C35H34ClNOSi2Y | ωB97M-V/def2-TZVPD

```
75
Properties=species:S:1:pos:R:3:forces:R:3:lowdin_charge:R:1
Y 0.063454 -0.169404 3.541139 2.8 2.3 -0.6 1.4730
Cl 2.514659 0.217203 -1.693296 1.5 0.3 -2.1 0.4606
Si 2.196673 0.162516 -3.972350 0.1 -0.1 0.2 0.5907
Si 0.722412 -0.137207 -0.473066 -2.6 -0.9 2.5 0.4104
O 1.766767 -1.125928 4.673035 0.9 -0.3 0.4 -0.2010
N 0.763611 1.172595 5.313525 -0.8 -0.9 -2.4 -0.1213
C 0.152344 2.383790 5.484922 0.3 1.4 1.4 -0.1732
C 2.106130 1.573809 7.254814 0.3 -1.6 -0.7 -0.0499
C 0.824779 3.369266 -6.033939 -0.3 0.2 -0.1 -0.0668
C 0.469834 -3.916092 -5.319753 0.3 0.4 0.0 -0.0618
C 1.877845 -2.652231 -3.788831 -0.3 -0.7 -0.3 -0.1074
C -1.697758 -4.189722 -0.936316 0.1 0.3 0.1 -0.0898
C -0.318584 1.585500 -4.216097 -0.4 0.1 0.0 -0.1115
C -2.343444 2.776887 -0.085160 -0.1 -0.3 0.2 -0.0852
C -0.337092 1.422468 -0.543646 -0.5 0.7 0.4 -0.3227
C 1.680281 0.757080 6.221475 0.7 0.3 0.9 -0.3090
C 1.606201 2.384929 -5.428090 -0.4 0.2 -0.1 -0.1051
C -1.582197 1.625875 0.135020 0.3 -0.2 -0.3 -0.1003
C 0.669859 -1.505399 -5.544097 -0.3 -0.7 -0.1 -0.0906
C 0.109481 2.498711 -1.318028 0.2 -0.2 -0.2 -0.1538
C 1.556814 2.842028 7.390483 0.1 1.0 0.7 -0.1141
C -2.337441 -0.068184 3.957943 -0.5 -0.6 0.0 -0.1947
C -0.556158 -4.124911 -0.136837 0.4 0.4 0.1 -0.0976
C 0.156088 -2.725245 -5.998906 0.2 -0.3 0.3 -0.0628
C -2.222015 -2.996081 -1.425299 0.0 0.4 -0.1 -0.0826
C -0.283838 -1.731574 -0.624818 -0.7 0.4 1.0 -0.3434
C 2.183333 -0.648884 6.025014 -0.4 -0.4 0.2 -0.0931
C -2.162021 -1.061544 2.940713 -0.3 -0.4 0.2 -0.1970
C -1.392538 -2.130439 3.493238 -0.9 -0.1 0.2 -0.1943
C -1.921727 3.755172 -0.978290 0.2 0.4 -0.4 -0.0744
C -1.551799 -1.771690 -1.239443 0.0 -0.6 -0.5 -0.1094
C -1.095257 2.601569 -4.775687 0.1 0.2 -0.3 -0.0732
C -1.091776 -1.809866 4.847060 -1.6 0.1 0.3 -0.1954
C 1.369673 -3.875850 -4.240760 -0.2 0.0 -0.2 -0.0693
C -0.527625 3.505560 -5.690560 0.2 -0.3 0.1 -0.0586
C 1.046651 1.493127 -4.500232 0.4 0.4 -0.4 -0.3464
C 1.493762 -1.464480 -4.412307 0.1 -0.3 0.1 -0.3417
C -0.677103 3.617263 -1.579921 0.0 0.2 0.0 -0.0848
C -1.684590 -0.523019 5.133001 -0.7 -1.1 0.6 -0.1946
C 0.118070 -2.909012 0.046573 0.2 -0.4 -0.4 -0.1471
C 0.543534 3.250101 6.510827 -0.9 -1.1 -1.4 -0.0809
H 0.038783 4.203749 6.608579 0.1 0.0 0.0 0.1009
H -0.315978 4.349707 -2.305575 -0.1 -0.1 0.4 0.1159
H 1.695379 -4.812102 -3.780200 -0.2 0.4 0.0 0.1092
H -2.033662 -0.852718 -1.588963 0.3 -0.3 -0.1 0.0969
H -2.543166 4.631277 -1.221826 0.3 -0.5 0.3 0.1179
H 1.735555 -1.331527 6.773341 0.2 0.1 -0.5 0.1347
H -0.804244 0.874183 -3.544943 0.2 0.2 -0.1 0.1107
H -2.576805 -1.042194 1.929744 0.3 0.0 0.4 0.1070
H -1.144937 4.296003 -6.146093 0.4 -0.5 0.3 0.1161
H -1.138189 -3.057090 2.981599 0.0 0.3 0.1 0.1122
H 1.099744 2.452962 -1.778100 -0.4 0.0 0.0 0.0650
H 0.987867 -2.876902 0.715915 -0.2 -0.1 -0.4 0.0913
H 3.611096 0.277430 -4.385623 -0.2 0.3 0.0 0.0036
H 0.445502 -0.603371 -6.102737 -0.1 0.0 0.1 0.1020
H 1.322593 -0.204922 0.898254 0.2 0.0 0.3 -0.0906
H -1.714435 -0.049981 6.118955 0.2 -0.1 -0.6 0.1263
H 2.869746 1.161394 7.925941 -0.3 0.4 -0.1 0.1216
H -2.156595 2.700446 -4.518184 0.5 -0.2 -0.1 0.1163
H -0.646224 -2.479491 5.583969 0.1 0.4 -0.3 0.1220
H -1.968031 0.880494 0.845753 0.2 0.2 -0.5 0.0707
H 3.267593 -0.705716 6.093148 0.0 0.0 -0.1 0.1287
H 2.649601 2.272942 -5.703868 0.0 0.2 0.0 0.0934
H 2.599152 -2.644289 -2.974822 -0.2 0.0 0.0 0.0961
H -2.915717 0.852970 3.859459 0.3 -0.3 0.0 0.1210
H -0.186216 -5.028052 0.343160 0.0 0.2 0.0 0.1030
H -3.171653 -3.017555 -1.960077 0.2 0.1 0.1 0.1062
H 1.259295 4.025290 -6.791631 -0.1 -0.2 0.3 0.1116
H 2.145708 -1.997151 4.460890 0.0 0.4 0.5 0.1292
H -3.301126 2.907195 0.417286 0.2 -0.1 0.0 0.1074
H -0.461031 -2.761887 -6.899287 0.1 0.1 0.3 0.1102
H -0.633936 2.622165 4.762471 0.2 0.2 0.2 0.0952
H 1.898703 3.519489 8.168760 -0.1 -0.2 -0.1 0.0979
H -2.181220 -5.146746 -1.134066 0.1 0.3 0.1 0.1076
H 0.057556 -4.874712 -5.664281 0.2 0.5 0.2 0.1125
```
Positions in Å, forces in eV/Å.

Computed properties:
Electronic energy = -69697.60469 eV
LUMO energy (alpha / beta) = -2.715 / -2.743 eV
Net charge = +1
Frontier orbital gap (alpha / beta) = 4.04 / 4.30 eV
2S+1 = 1
Molar mass = 665.19 g mol⁻¹
E_HOMO (alpha / beta) = -6.76 / -7.04 eV

=====

Record 3
C35H34ClNOSi2Zn | ωB97M-V/def2-TZVPD

```
75
Properties=species:S:1:pos:R:3:forces:R:3:lowdin_charge:R:1
Zn 0.259699 1.365169 -1.860011 0.1 -0.9 1.7 0.5571
Cl -0.883490 2.238422 -0.230535 -0.3 0.1 -0.1 0.2154
Si -3.700506 4.899759 -2.321682 0.9 -1.3 -0.6 0.8881
Si -0.621813 3.761822 -5.250726 -0.2 1.1 -4.2 0.7323
O 1.991726 1.281785 1.155928 0.5 0.3 0.2 -0.1110
N -0.198130 -0.352968 1.147394 0.5 0.4 -0.8 0.0682
C -1.823356 -0.747885 3.350948 0.4 0.1 -0.2 -0.0730
C 0.914703 6.215372 -5.111160 -0.4 0.5 -0.2 -0.1006
C -4.468620 0.914842 -2.785253 -0.3 0.1 0.4 -0.0877
C -5.069867 5.181364 -5.920728 0.0 -0.1 0.0 -0.0970
C -2.430177 4.258606 -5.697168 0.4 -0.2 0.4 -0.2769
C 1.057215 7.580695 -5.413915 0.0 -0.1 -0.1 -0.0858
C -0.599783 -0.095111 3.470855 0.3 0.3 -0.6 -0.0273
C -0.798399 5.086393 -1.848608 -1.0 0.4 0.0 -0.1257
C -0.139558 5.858829 -7.248667 -0.4 0.4 0.2 -0.0935
C -4.114928 5.952293 -5.248635 0.2 -0.2 -0.1 -0.1256
C -4.088753 2.035385 -2.034632 0.1 0.3 -0.9 -0.1108
C -4.643283 3.295696 -2.392999 -1.4 -0.5 0.1 -0.3310
C -5.596684 0.970488 -3.619612 -0.1 0.2 0.0 -0.0967
C 1.406160 1.025575 2.417386 0.0 -0.1 0.1 -0.2100
C 2.388052 0.031521 -1.802208 0.8 -1.0 0.4 -0.1917
C 0.878846 3.585272 -2.758180 0.2 1.0 0.6 -0.1752
C 0.629934 -1.487303 -1.853455 0.7 -0.3 0.0 -0.1603
C -4.702715 3.945780 -6.460876 0.1 -0.2 0.1 -0.0835
C 0.049653 7.218517 -7.562090 0.0 -0.3 0.2 -0.0838
C 0.173637 0.136346 2.310456 -0.7 -0.3 0.7 -0.2787
C -1.852197 4.445067 -2.520889 0.7 -0.9 -1.1 -0.3249
C -1.366524 -0.957522 0.993793 -0.4 -0.2 1.3 -0.1528
C -2.798122 5.492688 -5.163478 -0.9 0.3 -0.2 -0.1688
C 1.196327 -0.343411 -2.552612 -0.8 0.7 0.8 -0.3171
C 0.212073 5.364556 -5.967601 0.2 -0.3 0.4 -0.2489
C -5.923957 3.291445 -3.000836 0.8 -0.5 -0.5 -0.1179
C -3.387243 3.461322 -6.328256 -0.3 0.3 0.0 -0.0768
C 2.579918 -0.931116 -0.793278 0.0 0.7 -1.0 -0.1322
C -0.127709 2.986688 -3.642539 1.0 0.1 0.2 -0.3985
C 0.603881 8.106811 -6.624140 0.0 -0.7 0.0 -0.0888
C 1.508452 -1.854064 -0.828101 -0.6 0.4 -1.2 -0.1338
C -2.230256 -1.169783 2.082158 0.4 0.1 -0.6 -0.0624
C -6.389694 2.121931 -3.624771 -0.2 0.2 0.1 -0.1024
C 0.524777 4.609553 -1.909216 1.0 -1.1 0.1 -0.1267
C -1.531619 3.361154 -3.399462 -0.9 -0.3 2.9 -0.2572
H 1.472609 8.248871 -4.670373 0.2 0.0 0.0 0.0971
H -3.855927 0.011737 -2.719614 -0.4 0.1 0.1 0.1038
H -0.282505 -1.998196 -2.149456 0.3 0.0 0.0 0.0864
H -1.636676 -1.274282 -0.017075 0.1 0.0 0.3 0.0982
H 2.147566 0.535646 3.067858 -0.2 0.1 0.1 0.1245
H -2.452212 -0.901718 4.223702 0.1 0.0 -0.1 0.1022
H 1.417241 -2.727432 -0.202131 -0.2 0.1 0.2 0.0947
H -6.103847 5.536148 -5.981190 0.4 -0.2 0.0 0.1069
H 3.448725 -1.022861 -0.147591 -0.3 0.3 0.0 0.0956
H -1.029659 5.864058 -1.121701 0.0 -0.1 -0.2 0.1043
H 1.268524 5.821800 -4.161096 -0.1 0.3 -0.1 0.0798
H -3.184741 -1.648748 1.905835 0.0 0.0 0.2 0.0943
H 2.855392 1.713585 1.306471 -0.7 -0.4 -0.1 0.1036
H -5.895250 0.124862 -4.248107 0.2 0.2 0.4 0.1021
H -0.204869 0.291737 4.406703 -0.3 -0.1 0.1 0.1096
H 0.694908 9.175799 -6.845893 -0.1 -0.5 0.1 0.1041
H 1.071330 1.967982 2.893966 0.2 -0.3 -0.1 0.1249
H -7.342380 2.137910 -4.175216 0.5 0.0 0.3 0.1054
H 1.252437 4.927390 -1.141576 -0.4 0.1 -0.7 0.1298
H 1.894883 3.211809 -2.835630 0.0 0.1 0.1 0.1134
H -3.129415 2.460538 -6.702427 -0.1 0.5 0.1 0.1074
H -3.328679 1.959673 -1.240477 0.0 0.1 -0.9 0.0534
H -0.294469 7.611863 -8.521209 0.2 -0.2 0.2 0.1009
H -0.391490 2.654024 -6.215779 0.0 -0.2 0.0 0.0254
H 0.095129 1.946292 -3.908885 -0.3 0.0 -0.3 0.0776
H -3.690493 5.196353 -0.977698 -0.2 1.3 2.5 -0.0723
H 3.081960 0.830361 -2.060488 -0.1 -0.3 0.0 0.0860
H -2.073838 6.087486 -4.606915 -0.1 0.0 -0.2 0.1052
H -6.504613 4.221060 -3.041413 0.3 -0.3 -0.3 0.0986
H -0.663482 5.217812 -7.980060 0.3 0.4 0.5 0.1125
H 1.033158 -0.106927 -3.600121 0.2 -0.4 -0.1 0.0850
H -5.451182 3.312966 -6.946882 0.2 0.3 0.1 0.1050
H -2.247456 2.557703 -3.567095 -0.2 0.6 -0.3 0.1098
H -4.379048 6.881404 -4.747077 -0.1 -0.1 -0.3 0.0987
```
Positions in Å, forces in eV/Å.

Computed properties:
Electronic energy = -117073.82400 eV
LUMO energy (alpha / beta) = -0.678 / -1.549 eV
Frontier orbital gap (alpha / beta) = 6.80 / 5.08 eV
2S+1 = 1
Molar mass = 641.68 g mol⁻¹
E_HOMO (alpha / beta) = -7.47 / -6.62 eV